Record 1
Molecular formula: CH4N3O
Method: DFT, ωB97M-V/def2-TZVPD

Element x y z (Å)
C -0.59561 -0.12450 0.04707
N -2.46056 -0.45102 -0.08148
N 0.03586 -1.27321 -0.00448
N -0.34373 1.12653 -0.05792
O -3.13436 0.45452 0.07599
H -0.60315 -2.12267 -0.14740
H 1.06936 -1.22978 0.04893
H -1.11307 1.71196 -0.21057
H 0.59990 1.48996 -0.05982

Atoms 1-2, force components in eV/Å:
C -3.2957 -1.6210 -1.0796
N 0.8823 -0.3252 0.2053

Its charge is +1. The value obtained for the energy above the lowest of the compared OMol25 structures with the same formula, charge and spin is 77.6 kcal per mole. The orbital gap is 9.060 eV.



Record 2
Molecular formula: C6H18NOSi
Method: DFT, ωB97M-V/def2-TZVPD

Element x y z (Å)
C 4.02099 -0.07842 1.10208
C 3.95625 -0.20757 -1.49414
C -5.00338 -0.62704 -0.57073
C -3.74910 2.08022 0.63674
C 3.31478 0.33410 -0.30728
C 2.22669 1.13038 -0.31064
N -0.08022 -1.94273 0.38705
O -1.95347 -0.27962 0.23135
Si -3.36581 0.30401 0.08228
H 4.37954 0.83689 1.60197
H 4.80920 -0.81475 0.91987
H 3.13871 -0.23675 1.73023
H 3.23163 -0.85727 -2.01574
H 4.06997 0.65984 -2.10776
H 4.82848 -0.86641 -1.21143
H -4.97432 -0.66728 -1.64126
H -4.84877 -1.56056 -0.01170
H -5.82122 -0.09985 -0.16577
H -3.69517 2.35931 1.63903
H -3.07453 2.76962 0.07767
H -4.75644 2.47799 0.29905
H 1.61594 1.45346 -1.08950
H 1.85632 1.50131 0.63988
H 0.70487 -1.50164 0.82947
H 0.29348 -2.20712 -0.54215
H -0.22667 -2.76183 0.99270
H -0.89773 -1.19831 0.29868

Atoms 1-2, force components in eV/Å:
C -1.9562 2.3066 -1.7298
C -0.1594 -1.7744 -0.3439

Its charge is +1. The value obtained for the energy above the lowest of the compared OMol25 structures with the same formula, charge and spin is 66.2 kcal per mole. The orbital gap is 8.589 eV.



Record 3
Molecular formula: C3H12NO4P
Method: DFT, ωB97M-V/def2-TZVPD

Element x y z (Å)
C 3.07436 -1.21584 0.46174
C 2.32422 0.07159 0.12150
C 0.90956 -0.19045 -0.42392
N -0.06815 0.24514 0.58394
P -1.27073 -0.78246 0.81627
O -1.12723 -1.77411 1.87691
O -2.51544 0.20554 1.25988
O -1.82215 -1.44875 -0.57433
H 3.93997 -1.02502 1.08655
H 2.43742 -1.92346 0.98694
H 3.35946 -1.70077 -0.46981
H 2.94127 0.63776 -0.57562
H 2.21581 0.65373 1.02886
H 0.82097 0.41877 -1.32963
H 0.82297 -1.24548 -0.70799
H -2.21628 1.06604 0.93464
H -1.09947 -1.86036 -1.06822
O -3.15577 2.49497 -0.78937
H -2.26824 2.31989 -1.19722
H -3.75244 1.72142 -0.91516
H -3.55011 3.33187 -1.10596

Atoms 1-2, force components in eV/Å:
C -0.3774 0.0136 -0.2427
C 0.3142 -0.6624 0.2540

The orbital gap is 4.166 eV.



Record 4
Molecular formula: C16H20O2
Method: DFT, ωB97M-V/def2-TZVPD

Element x y z (Å)
C -0.37810 -1.66605 2.33039
C 0.90678 -1.29785 1.56813
C 0.77931 -1.72403 0.08238
C 1.26464 -0.86616 -0.89354
C 1.35825 -1.22659 -2.23678
C 1.02490 -2.52952 -2.58574
O 0.89408 -2.99186 -3.86093
C 0.76325 -3.47900 -1.54907
C 0.53271 -3.05476 -0.27321
H -0.16141 -2.59786 2.91772
H -1.23055 -1.67461 1.68719
H -0.68870 -0.98147 3.10082
H 1.10072 -0.21943 1.56742
H 1.71759 -1.78132 2.09389
H 1.78150 0.04385 -0.62180
H 1.86217 -0.49596 -2.85615
H 1.07706 -2.24988 -4.44945
H 0.38078 -4.44278 -1.96824
H 0.23570 -3.67626 0.54987
C 0.81676 3.19536 2.21809
C -0.41629 2.28078 2.25179
C -0.80395 1.96684 0.75634
C -0.51034 2.84874 -0.32644
C -0.75894 2.39945 -1.59976
C -1.43610 1.15666 -1.72821
O -1.52931 0.69157 -3.01622
C -1.83021 0.37396 -0.67182
C -1.47376 0.75495 0.62249
H 1.05866 3.65835 3.17901
H 0.54578 4.04597 1.64004
H 1.71663 2.67381 1.86261
H -0.50629 1.39941 2.86459
H -1.21546 2.97348 2.58150
H -0.16819 3.86207 -0.18403
H -0.46615 2.83311 -2.54109
H -2.41440 0.30582 -3.13421
H -2.18378 -0.64161 -0.85625
H -1.64532 0.13283 1.47869

Atoms 1-2, force components in eV/Å:
C 1.0134 -0.7125 1.2641
C -1.3019 0.2939 -0.9437

The value obtained for the energy above the lowest of the compared OMol25 structures with the same formula, charge and spin is 51.8 kcal per mole. The orbital gap is 8.903 eV. As for the SMILES: CCc1ccc(O)cc1.CCc1ccc(O)cc1.



Record 5
Molecular formula: C17H41BN9O20
Method: DFT, ωB97M-V/def2-TZVPD

Element x y z (Å)
C -2.93223 -0.15549 -4.14683
C -2.29597 0.37790 -2.89834
C -1.19581 -0.43491 -1.97734
O -0.22963 -1.34145 -2.64960
B 0.82425 -1.52959 -1.62843
C 2.17867 -2.42730 -2.04596
C 1.83097 -3.73827 -2.96662
C 1.77797 -5.16503 -2.13156
C 0.32721 -5.47771 -1.42604
O -0.02322 -4.58973 -0.30696
C 1.04718 -4.50469 0.69923
O 1.16510 -5.28613 1.77824
O 1.06093 -0.11276 -1.18717
C -0.29882 0.44699 -0.92340
N -0.43507 1.96341 -0.90081
H -2.30134 -0.33225 -5.14349
H -4.07952 -0.47404 -4.20677
H -2.59004 1.46739 -2.50921
H -1.89692 -1.20759 -1.40279
H 0.30671 -1.96707 -0.63989
H 2.81004 -1.69247 -2.74395
H 2.87570 -2.64523 -1.11969
H 2.71059 -3.87476 -3.76240
H 0.80844 -3.64133 -3.55941
H 2.70716 -5.30457 -1.39497
H 1.92765 -6.01494 -2.95652
H 0.26838 -6.62490 -1.17509
H -0.50018 -5.29456 -2.26666
H 1.86243 -3.65061 0.54250
H -0.52148 0.05393 0.17249
H 0.02526 2.29308 0.00031
H -1.43964 2.26391 -0.80280
C 3.98392 -0.25051 1.48310
N 5.03926 -0.77020 0.57220
O 4.75517 -1.75486 -0.11976
O 6.12317 -0.17505 0.57763
H 3.08885 -0.86681 1.37465
H 4.37073 -0.30838 2.50255
H 3.77838 0.78216 1.19404
C 1.92428 5.58498 -0.63158
N 1.41321 4.65493 0.41119
O 0.21239 4.36271 0.36971
O 2.23195 4.24454 1.24207
H 1.09963 5.86370 -1.29113
H 2.32431 6.46384 -0.12186
H 2.70290 5.05982 -1.18852
C 2.70973 3.42918 4.38881
N 3.71383 2.64447 5.15664
O 4.08513 3.10769 6.24137
O 4.10107 1.58565 4.64866
H 2.46119 4.33154 4.95159
H 3.15775 3.68592 3.42673
H 1.82711 2.79927 4.26075
C -4.91129 3.68132 -6.38216
N -3.90718 2.89661 -5.61433
O -3.53588 3.35982 -4.52960
O -3.51995 1.83779 -6.12231
H -5.15982 4.58368 -5.81938
H -4.46326 3.93806 -7.34424
H -5.79391 3.05140 -6.51022
C 0.84193 -3.58802 4.34673
N 1.58755 -2.32811 4.61178
O 1.80738 -1.58673 3.64685
O 1.93124 -2.11900 5.78108
H 0.60483 -3.64081 3.28196
H 1.48555 -4.41982 4.64015
H -0.07152 -3.56230 4.94436
C -1.61640 5.56441 4.43174
N -0.15802 5.29521 4.55091
O 0.60946 6.25019 4.38337
O 0.17518 4.13271 4.80915
H -1.76281 6.62232 4.20340
H -2.00213 4.93869 3.62432
H -2.07787 5.30881 5.38774
C -2.86731 -8.87564 -0.78200
N -1.69690 -8.49135 -1.61628
O -1.81139 -7.48210 -2.32154
O -0.69626 -9.21382 -1.53972
H -3.67139 -8.15558 -0.94846
H -3.17651 -9.87677 -1.08921
H -2.54690 -8.86141 0.26172
C -3.72844 5.09865 -0.03649
N -3.19974 4.83373 1.32875
O -2.83597 3.67906 1.58072
O -3.16496 5.79242 2.10901
H -3.70104 4.17090 -0.61206
H -4.75474 5.45553 0.07106
H -3.09026 5.85631 -0.49571

Atoms 1-2, force components in eV/Å:
C 1.1644 0.6027 1.7953
C -0.4982 -0.9356 -2.1864

Its charge is -1. The orbital gap is 5.428 eV.



Record 6
Molecular formula: C17H24N2O2S
Method: DFT, ωB97M-V/def2-TZVPD

Element x y z (Å)
C -3.41605 -3.08259 -1.37397
C -3.67942 -2.05894 -0.27557
C -2.44916 -1.88468 0.60980
S -2.73923 -0.72408 1.98426
C -2.97286 0.70763 0.98217
C -3.84060 1.69413 1.42670
C -4.08635 2.81034 0.65213
C -3.48051 2.92134 -0.58783
C -2.60534 1.94729 -1.03005
C -2.31284 0.83303 -0.24760
N -1.34073 -0.10390 -0.64360
C -0.21274 0.34650 -1.44692
C 0.75302 1.19039 -0.60055
O 0.94479 2.37023 -0.80806
N 1.32437 0.47691 0.38006
C 2.27126 1.02692 1.32249
C 3.50170 0.13652 1.49117
C 4.54646 0.25773 0.37552
C 5.77001 -0.58349 0.73794
C 3.99927 -0.17519 -0.98265
C -1.23378 -1.35008 -0.10611
O -0.20729 -2.00473 -0.19957
H -3.16501 -4.04921 -0.94369
H -2.58799 -2.76592 -2.00438
H -4.29944 -3.19925 -1.99654
H -3.95675 -1.10110 -0.72217
H -4.51122 -2.38940 0.35056
H -2.17513 -2.83582 1.07184
H -4.31432 1.56788 2.38778
H -4.75531 3.57818 1.00737
H -3.67981 3.77533 -1.21611
H -2.14426 2.07032 -1.99544
H -0.55341 0.93198 -2.29887
H 0.30532 -0.54629 -1.80686
H 1.13697 -0.51634 0.43497
H 2.54767 2.01928 0.95840
H 1.77449 1.14193 2.29451
H 3.97897 0.40265 2.43668
H 3.17554 -0.90408 1.56895
H 4.85450 1.30687 0.30629
H 6.54427 -0.47713 -0.01803
H 5.49928 -1.63522 0.80470
H 6.18295 -0.27384 1.69550
H 4.80318 -0.20477 -1.71518
H 3.55896 -1.16834 -0.91939
H 3.24660 0.52104 -1.34064

Atoms 1-2, force components in eV/Å:
C -0.0887 0.1489 0.1013
C 0.0971 -0.1469 -0.1446

The value obtained for the energy above the lowest of the compared OMol25 structures with the same formula, charge and spin is 4.4 kcal per mole. The orbital gap is 9.119 eV. As for the SMILES: CC[C@@H]1Sc2ccccc2N(CC(=O)NCCC(C)C)C1=O.